Record 1
C2H4N2OS2 | ωB97M-V with the def2-TZVPD basis set

The geometry in XYZ format:
```
11
Properties=species:S:1:pos:R:3:forces:R:3:nbo_charge:R:1
O 0.51439 2.38609 -2.41299 0.14 -0.28 0.50 -0.514
C 0.72457 1.53343 -1.59799 -0.16 -0.07 -0.49 0.252
S 0.27138 -0.17470 -1.86203 0.10 0.05 0.28 0.426
N 0.84540 -0.82803 -0.40974 -0.68 0.38 -0.02 -0.778
C 0.06090 -0.95607 0.73112 -0.35 0.59 -0.49 0.238
N -1.03776 -0.33049 0.84085 0.23 -0.37 0.34 -0.606
S -1.88501 -0.56714 2.31577 0.01 0.18 -0.33 0.152
H 1.21687 1.65232 -0.61501 -0.01 0.19 -0.03 0.138
H 1.65394 -1.39769 -0.46199 0.60 -0.39 -0.08 0.404
H 0.51589 -1.58621 1.48554 0.06 -0.20 0.22 0.164
H -2.88058 0.26849 1.98646 0.06 -0.08 0.09 0.125
```
Forces are in eV/Å.

## Properties
E_HOMO	-8.60	eV
LUMO	0.503	eV
SMILES string	O=CSN/C=N/S
HOMO-LUMO gap	9.1	eV
relative energy (zero: lowest compared OMol25 entry of this formula, charge and spin)	1.3787	eV



Record 2
C2H4N2S | ωB97M-V with the def2-TZVPD basis set

The geometry in XYZ format:
```
9
Properties=species:S:1:pos:R:3:forces:R:3:nbo_charge:R:1
C 0.00353 -0.52028 1.22360 1.67 0.50 0.45 -0.108
N -0.65581 -1.06761 0.25330 1.32 -0.05 0.92 -0.561
S -1.89556 -0.60490 -0.70213 -1.33 0.95 -0.86 -0.164
H 0.85654 -1.04068 1.71914 -0.94 -0.16 -0.78 0.186
H 0.06612 0.56810 1.41059 -1.34 -0.93 0.04 0.244
H -0.30755 -1.93228 -0.11163 0.34 -0.88 0.63 0.409
C 0.59722 1.42929 -1.26662 0.60 0.56 -2.43 0.107
N 0.54815 1.75145 -0.17869 0.14 0.46 1.02 -0.359
H 0.78736 1.41691 -2.34757 -0.46 -0.43 1.01 0.246
```
Forces are in eV/Å.

## Properties
E_HOMO	-8.05	eV
LUMO	0.179	eV
SMILES string	C=[NH+][S-].C#N
HOMO-LUMO gap	8.2	eV
relative energy (zero: lowest compared OMol25 entry of this formula, charge and spin)	2.4997	eV



Record 3
C2H4N2S2 | ωB97M-V with the def2-TZVPD basis set

The geometry in XYZ format:
```
10
Properties=species:S:1:pos:R:3:forces:R:3:nbo_charge:R:1
C 1.75259 0.45198 -0.09384 0.78 1.62 -1.30 -0.082
C -0.05383 -0.64507 0.49245 -2.08 -0.78 -2.46 0.089
N 1.31657 -0.67788 0.23742 -0.01 -1.07 1.14 -0.432
N -0.54965 0.69408 0.35391 0.40 -0.37 0.60 -0.739
S 0.66819 1.77595 -0.28373 -1.43 -0.99 0.34 0.495
S -2.18005 0.84196 -0.00423 -0.52 0.49 0.39 0.212
H 2.71944 0.78522 -0.47080 0.40 -1.05 0.49 0.217
H -0.77222 -1.53926 -0.85473 0.98 1.42 1.81 -0.124
H -0.62496 -1.31133 1.19883 1.31 1.00 -0.48 0.248
H -2.27608 -0.37565 -0.57529 0.17 -0.28 -0.55 0.115
```
Forces are in eV/Å.

## Properties
E_HOMO	-8.07	eV
LUMO	0.196	eV
HOMO-LUMO gap	8.3	eV
relative energy (zero: lowest compared OMol25 entry of this formula, charge and spin)	4.6085	eV



Record 4
C2H4N2S2 | ωB97M-V with the def2-TZVPD basis set

The geometry in XYZ format:
```
10
Properties=species:S:1:pos:R:3:forces:R:3:nbo_charge:R:1
H -1.41638 -0.88499 -1.51251 0.07 -0.19 0.32 0.339
N -1.99127 -1.23775 -0.73976 0.41 0.18 0.79 -0.667
C -1.37224 -1.34529 0.36601 -0.31 -0.40 -0.58 0.280
N -0.01301 -1.23907 0.66688 1.31 0.71 -0.98 -0.777
S 1.13126 -0.65825 -0.51640 -1.45 0.02 1.27 0.517
C 0.93560 1.07641 -0.42919 0.92 0.43 -0.14 -0.538
S -0.00572 1.97086 0.55649 0.56 -0.60 -0.76 0.043
H -1.88244 -1.70237 1.26728 -0.26 0.20 -0.26 0.170
H 0.21285 -0.96517 1.62345 -0.10 -0.13 -0.42 0.410
H 1.72723 1.50191 -1.13061 -1.15 -0.22 0.77 0.222
```
Forces are in eV/Å.

## Properties
E_HOMO	-9.21	eV
LUMO	-0.569	eV
SMILES string	[H]/N=C\NSC=S
HOMO-LUMO gap	8.6	eV
relative energy (zero: lowest compared OMol25 entry of this formula, charge and spin)	1.7218	eV



Record 5
C2H4N2S3 | ωB97M-V with the def2-TZVPD basis set

The geometry in XYZ format:
```
11
Properties=species:S:1:pos:R:3:forces:R:3:nbo_charge:R:1
C 0.42305 0.50971 0.44728 1.38 3.70 0.19 0.052
C 1.63295 0.79646 1.26282 0.80 -1.06 3.54 -0.668
N 0.36495 -0.63930 -0.11216 -0.10 -3.03 -0.03 -0.259
N -0.62713 -0.92184 -0.85212 0.02 -0.82 -0.71 -0.364
S -0.53869 1.72727 -0.17456 -0.16 0.33 0.75 0.090
S -2.96375 -1.42743 -2.16705 -0.45 -1.44 0.01 -0.330
S -1.73122 0.14952 -1.33921 -0.51 -0.19 -0.19 0.589
H 2.45429 1.04101 0.62468 0.41 0.50 -0.61 0.245
H 2.03206 -0.15443 1.80855 -1.04 1.42 -0.98 0.240
H 1.55449 1.58534 2.09364 -0.25 -0.98 -1.56 0.241
H -2.60099 -2.66631 -1.59186 -0.10 1.58 -0.41 0.165
```
Forces are in eV/Å.

## Properties
E_HOMO (spin up / spin down)	-8.67 / -8.67	eV
LUMO (spin up / spin down)	-1.594 / -1.594	eV
HOMO-LUMO gap (spin up / spin down)	7.1 / 7.1	eV
relative energy (zero: lowest compared OMol25 entry of this formula, charge and spin)	2.6520	eV



Record 6
C2H4N2S3 | ωB97M-V with the def2-TZVPD basis set

The geometry in XYZ format:
```
11
Properties=species:S:1:pos:R:3:forces:R:3:nbo_charge:R:1
S -2.56035 0.93161 -0.13770 -0.10 0.63 0.72 -0.066
C -0.96507 0.40517 0.70230 -0.14 -0.95 -0.07 -0.561
C -0.35486 -0.96813 0.24403 -1.41 1.72 1.18 -0.015
N 0.85491 -1.03443 -0.12259 -0.84 -0.85 -0.02 -0.184
N 1.47143 0.14365 -0.19587 0.21 0.20 0.12 -0.534
S 3.18559 0.11821 -0.25443 -1.00 0.37 -0.18 0.241
S 0.42815 1.46838 0.39716 0.80 0.46 0.06 0.412
H -2.81227 0.16468 -1.19268 0.69 -0.54 -0.26 0.135
H -1.36490 0.38083 1.77343 1.02 0.00 -1.30 0.247
H -1.10917 -1.71324 0.39104 0.52 -1.16 -0.42 0.215
H 3.22653 0.10327 -1.60469 0.25 0.12 0.18 0.111
```
Forces are in eV/Å.

## Properties
E_HOMO	-8.25	eV
LUMO	0.346	eV
SMILES string	S[C@H]1C=NN(S)S1
HOMO-LUMO gap	8.6	eV
relative energy (zero: lowest compared OMol25 entry of this formula, charge and spin)	2.5858	eV



Record 7
C2H4N3O | ωB97M-V with the def2-TZVPD basis set

The geometry in XYZ format:
```
10
Properties=species:S:1:pos:R:3:forces:R:3:nbo_charge:R:1
H -0.75618 2.54167 -1.07773 0.67 -0.44 1.24 0.424
N -0.56306 1.63270 -0.61361 -0.29 0.60 -1.55 -0.562
C -0.49320 1.37268 0.59744 0.07 2.20 0.17 0.204
N -0.75938 0.04697 0.84387 -0.50 -4.84 0.56 0.005
N -0.17454 -0.87950 0.31879 -0.56 4.23 0.65 0.301
C 0.82761 -1.48689 -0.39393 4.07 -0.08 -1.06 0.057
O -0.33991 -2.15092 0.12190 -0.99 -1.99 0.82 -0.174
H -0.52522 1.91847 1.55908 0.14 0.33 -0.75 0.228
H 0.93120 -1.37455 -1.48175 -0.61 0.07 0.42 0.259
H 1.85270 -1.62062 0.12595 -2.00 -0.07 -0.49 0.256
```
Forces are in eV/Å.

## Properties
E_HOMO	-15.71	eV
LUMO	-6.241	eV
total charge	+1
SMILES string	[H]/N=C/N=[N+]1\CO1
HOMO-LUMO gap	9.5	eV
relative energy (zero: lowest compared OMol25 entry of this formula, charge and spin)	5.9200	eV



Record 8
C2H4N3O | ωB97M-V with the def2-TZVPD basis set

The geometry in XYZ format:
```
10
Properties=species:S:1:pos:R:3:forces:R:3:nbo_charge:R:1
C -0.24316 -0.47712 0.31155 -1.07 -0.06 1.28 -0.751
C 0.80353 -0.84482 -0.59107 0.88 1.83 -0.28 0.725
O 0.89446 -1.63546 -1.40307 0.03 -3.10 -2.70 -0.400
N 1.99111 0.08874 -0.43492 -2.88 2.28 5.31 -0.461
N 3.04671 0.17340 -1.04522 1.32 -0.10 -1.92 0.279
N 3.85111 0.19139 -1.79635 0.89 -0.11 -0.18 0.292
H -1.20186 -0.66027 -0.17494 0.06 0.22 0.07 0.307
H -0.13519 -1.22903 1.08218 -0.33 -0.26 0.62 0.292
H -0.17202 0.49622 0.79570 -0.11 0.01 -0.30 0.252
H 1.83276 0.67436 0.45623 1.22 -0.71 -1.90 0.465
```
Forces are in eV/Å.

## Properties
E_HOMO	-16.83	eV
LUMO	-5.914	eV
total charge	+1
SMILES string	CC(=O)N[N+]#N
HOMO-LUMO gap	10.9	eV
relative energy (zero: lowest compared OMol25 entry of this formula, charge and spin)	2.6261	eV



Record 9
C2H4N3O | ωB97M-V with the def2-TZVPD basis set

The geometry in XYZ format:
```
10
Properties=species:S:1:pos:R:3:forces:R:3:nbo_charge:R:1
C -2.31104 -1.34299 1.23371 5.21 2.94 -2.33 0.277
C 0.04472 0.25840 0.08829 -1.01 0.24 -0.34 0.702
N -3.25982 -1.79681 1.63574 -3.44 -1.71 1.47 -0.343
N 0.95828 -0.62065 -0.28003 -1.59 3.06 0.85 -0.317
N -0.17715 1.52436 -0.12883 -0.18 -1.95 0.92 -0.748
O 2.09374 -0.11558 -0.94720 -1.70 -0.52 0.22 -0.451
H 0.49071 -1.48295 -0.45869 0.58 -1.55 -0.67 0.449
H -0.94602 2.11052 0.13150 -0.94 -0.53 1.30 0.473
H 0.32562 2.07371 -0.76356 1.80 0.33 -1.70 0.449
H 2.78093 -0.60803 -0.51093 1.26 -0.32 0.29 0.511
```
Forces are in eV/Å.

## Properties
E_HOMO (spin up / spin down)	-15.47 / -15.47	eV
LUMO (spin up / spin down)	-9.534 / -9.534	eV
total charge	+1
HOMO-LUMO gap (spin up / spin down)	5.9 / 5.9	eV
relative energy (zero: lowest compared OMol25 entry of this formula, charge and spin)	8.7507	eV



Record 10
C2H4N3O | ωB97M-V with the def2-TZVPD basis set

The geometry in XYZ format:
```
10
Properties=species:S:1:pos:R:3:forces:R:3:nbo_charge:R:1
C 1.15171 0.01601 -0.07580 -0.37 -2.67 -2.02 0.794
C -1.73218 0.12669 -0.10654 3.09 4.74 0.00 0.854
N -2.18061 -0.89702 0.13368 -4.65 -5.98 0.77 -0.707
N 1.07751 -1.12185 -0.36347 -1.33 0.56 -0.75 -0.512
N 1.62908 1.13920 0.23776 1.23 0.08 1.76 -0.776
O -1.00245 1.06364 -0.17321 -0.96 -0.22 -0.65 -0.593
H -3.08564 -1.45551 0.19825 2.08 1.42 -0.24 0.483
H 0.47382 -1.87974 -0.76968 0.94 1.02 1.12 0.503
H 1.47181 2.06299 -0.14639 -0.28 -0.24 -0.02 0.493
H 2.19696 0.94559 1.06541 0.25 1.30 0.03 0.462
```
Forces are in eV/Å.

## Properties
E_HOMO	-15.56	eV
LUMO	-4.457	eV
total charge	+1
HOMO-LUMO gap	11.1	eV
relative energy (zero: lowest compared OMol25 entry of this formula, charge and spin)	1.0194	eV